(1)
Computed, not measured: a single C29H30N4O5 molecule, with ωB97M-V/def2-TZVPD.

The HOMO energy comes out at -7.9 eV. The structure (SMILES) is CC(C)[C@H](NC(=O)[C@@H]1Cc2c([nH]c3ccccc23)[C@H]2c3ccccc3C(=O)N21)C(=O)N1CCC[C@@H]1C(=O)O. The HOMO-LUMO gap comes out at 8.525 eV. The relative energy (zero: lowest compared OMol25 entry of this formula, charge and spin) is 0.000 eV. The calculation puts the LUMO energy at 0.669 eV. Its total energy is -46761.666 eV. Its total charge is 0.

Last column: natural (NBO) charge in e.
Geometry (Å):
H -3.16 -0.05 2.19  0.411
C -1.26 4.01 2.90  -0.082
C 1.32 0.77 1.73  -0.416
O 1.75 -1.58 -0.93  -0.653
C 0.06 -3.20 -2.25  -0.144
H -4.82 3.87 4.29  0.215
H -1.24 -4.63 -3.28  0.225
C -1.33 -3.71 3.10  -0.223
H 2.56 0.78 -0.66  0.407
H -0.99 5.78 4.07  0.230
C -1.19 0.67 1.95  0.179
O 1.07 4.47 2.37  -0.617
N -2.17 -0.23 2.26  -0.519
C 4.07 -0.05 -2.66  -0.630
H 1.99 0.08 1.22  0.229
C 0.05 3.82 2.24  0.654
H 1.87 2.71 0.88  0.261
C -3.82 3.90 3.90  -0.188
C -0.31 -3.08 -0.77  0.824
H 2.01 2.00 -4.55  0.209
O 0.27 -4.02 -0.04  -0.692
N -0.10 2.73 1.44  -0.403
H 2.59 -0.37 -4.17  0.200
H 3.93 -0.96 -2.08  0.228
O -1.10 -2.27 -0.36  -0.619
H 0.36 -0.99 -4.64  0.205
H -3.24 -2.75 2.97  0.212
H -3.31 5.67 4.98  0.217
H 3.00 2.49 -3.18  0.216
H 4.40 0.75 -1.99  0.202
H -1.89 2.12 0.55  0.259
H 0.89 -3.91 -2.35  0.219
C -2.17 -2.64 2.88  -0.223
C 2.89 1.75 -3.97  -0.610
C -2.96 4.92 4.28  -0.220
H -4.09 2.14 2.70  0.203
H -1.78 -2.63 -5.00  0.223
H -1.74 -4.68 3.37  0.215
N 1.77 1.08 -1.22  -0.619
H 0.69 -4.44 3.18  0.221
H -0.15 -3.31 -5.03  0.204
O -0.36 1.82 -1.12  -0.625
C 0.06 -3.58 2.98  -0.308
C 2.77 0.35 -3.37  -0.190
C -0.28 -1.47 -3.90  -0.214
C 1.56 0.30 -2.42  -0.144
H 1.71 -2.28 2.56  0.220
C 0.04 0.08 2.04  -0.111
C 1.02 2.02 0.87  -0.129
C -1.60 -1.43 2.54  0.158
H 0.68 0.71 -2.91  0.246
H -1.07 -0.77 -3.61  0.204
H -2.05 -3.18 -2.64  0.225
C 0.64 -2.37 2.65  -0.204
C -1.67 4.99 3.79  -0.170
C 0.71 1.62 -0.58  0.699
C -3.41 2.92 3.00  -0.209
C -1.14 -3.55 -3.12  -0.403
H 4.85 -0.22 -3.39  0.217
C -1.40 2.09 1.54  -0.096
C 1.27 -1.14 -1.96  0.701
C -0.88 -2.78 -4.41  -0.402
N 0.47 -1.89 -2.74  -0.423
H 0.08 -3.87 0.92  0.516
H 3.76 1.81 -4.62  0.211
C -2.12 2.98 2.51  0.003
H 1.81 1.10 2.65  0.225
C -0.19 -1.28 2.42  -0.008

---

(2)
Computed, not measured: a molecular structure, C29H30N5O4PS2SeTi in a non-equilibrium geometry, with ωB97M-V/def2-TZVPD.

The HOMO energy (alpha / beta) comes out at -3.0 / -3.7 eV. As for the multiplicity: 2. The HOMO-LUMO gap (alpha / beta) comes out at 5.279 / 6.020 eV. The relative energy (zero: lowest compared OMol25 entry of this formula, charge and spin) is 0.451 eV. The calculation puts the LUMO energy (alpha / beta) at 2.276 / 2.274 eV. Its total energy is -165624.475 eV. Its total charge is -1.

Last column: Mulliken spin population.
Geometry (Å):
H 11.99 16.31 15.98  0.013
O 10.76 11.72 12.92  0.000
H 16.53 14.76 7.41  -0.002
P 8.20 15.86 11.06  -0.004
C 10.71 7.98 10.60  0.000
H 16.67 17.22 15.91  -0.003
C 14.64 16.69 15.56  0.043
H 8.92 18.06 10.36  -0.005
H 15.14 14.03 5.50  0.005
N 8.92 13.19 9.50  -0.001
S 8.47 11.52 11.43  0.000
C 11.43 15.53 14.07  -0.120
C 8.36 16.50 12.79  -0.001
C 6.38 15.46 11.16  -0.001
H 5.82 16.30 11.59  0.000
H 9.95 7.23 10.82  0.000
H 15.51 14.97 9.66  -0.003
H 12.09 6.54 8.00  0.000
C 13.36 13.84 6.67  -0.025
H 6.95 13.46 8.79  0.000
N 10.86 12.50 10.51  -0.005
C 10.55 14.04 7.09  -0.009
H 6.21 14.57 11.76  0.000
O 10.90 14.85 11.89  0.052
C 16.41 16.24 14.00  0.055
H 17.47 16.27 13.76  0.004
N 13.69 14.94 11.21  0.446
H 7.91 17.32 9.14  -0.002
H 7.59 17.26 13.00  0.000
H 10.07 9.32 12.16  0.000
S 11.59 11.75 11.74  0.002
C 7.57 12.95 9.51  0.002
Ti 11.02 14.54 10.18  -0.030
C 13.57 14.36 9.02  -0.057
H 10.52 13.20 6.40  0.001
H 6.14 11.75 10.64  0.000
N 12.93 14.55 10.22  0.050
H 5.99 15.26 10.15  0.000
H 15.83 15.33 12.15  0.004
H 8.24 15.67 13.49  0.000
C 12.78 13.97 7.92  0.029
H 9.35 16.94 12.91  0.000
C 11.81 15.20 12.77  0.144
C 15.96 16.76 15.23  -0.045
H 10.77 6.02 8.91  0.000
O 12.91 12.30 11.84  0.006
C 10.76 9.15 11.35  0.000
C 14.71 14.11 6.49  0.049
C 12.32 16.01 14.99  0.201
C 12.60 9.91 10.01  0.002
C 12.56 8.74 9.28  -0.001
C 7.14 12.08 10.45  0.000
C 13.18 15.24 12.41  -0.014
H 7.14 18.04 10.60  0.000
H 13.27 8.59 8.47  0.000
C 8.01 17.49 10.21  0.016
C 13.70 16.13 14.67  -0.053
H 10.87 14.95 6.59  0.002
C 14.14 15.68 13.40  -0.013
Se 11.04 16.63 9.10  0.188
N 11.62 6.55 8.88  0.000
C 14.93 14.63 8.82  0.102
C 15.51 15.72 13.11  -0.035
C 11.61 7.76 9.57  0.000
C 9.53 12.48 10.42  0.008
C 15.48 14.51 7.56  -0.021
C 11.70 10.11 11.05  -0.002
O 11.44 13.75 8.17  0.026
H 13.31 10.70 9.78  0.000
H 10.39 15.43 14.34  0.000
H 9.58 14.20 7.52  0.002
H 12.75 13.54 5.82  -0.002
H 14.28 17.08 16.51  0.001

---

(3)
Computed, not measured: a molecular structure, C29H30N5PPtS3, with ωB97M-V/def2-TZVPD.

The HOMO energy (alpha / beta) comes out at -12.1 / -13.7 eV. As for the multiplicity: 5. The HOMO-LUMO gap (alpha / beta) comes out at 6.083 / 5.953 eV. The relative energy (zero: lowest compared OMol25 entry of this formula, charge and spin) is 0.000 eV. The calculation puts the LUMO energy (alpha / beta) at -6.049 / -7.738 eV. Its total energy is -83035.124 eV. Its total charge is +2.

Last column: natural (NBO) charge in e.
Geometry (Å):
H 1.10 -1.50 4.58  0.233
H 6.95 0.65 0.01  0.238
H 2.71 2.45 4.19  0.234
C 3.63 1.43 -1.80  -0.172
H 0.45 0.40 -3.77  0.225
C -1.02 3.79 -2.81  -0.186
C -2.17 2.27 4.37  -0.749
H -4.68 -4.28 -2.72  0.249
H -5.11 -0.09 1.25  0.236
C 2.73 -2.74 -0.69  -0.189
C -4.94 -3.79 -1.79  -0.446
Pt -0.37 -0.04 -0.73  0.889
H 2.88 -4.84 -1.10  0.242
H -3.61 -2.26 -2.46  0.430
C 3.63 0.67 -0.63  -0.444
C 6.02 0.86 -0.49  -0.213
C 0.83 -4.23 -0.95  -0.196
C 2.48 1.35 2.36  -0.132
H -6.35 -1.23 1.81  0.233
H -5.51 -2.88 0.36  0.417
S -1.78 -0.81 1.27  0.110
C 1.56 -0.87 2.58  -0.193
N -4.19 -2.55 -1.69  -0.547
S -3.45 -0.18 -0.82  -0.075
C 2.07 0.15 1.78  -0.431
S -2.34 0.59 3.72  0.384
C 2.21 -4.00 -0.94  -0.149
N -5.06 -1.97 0.35  -0.544
C -5.30 -1.13 1.52  -0.421
H -0.60 4.43 -4.82  0.252
H -1.84 3.71 -0.15  0.233
H 3.80 -2.58 -0.65  0.242
H -1.13 -3.37 -0.75  0.211
C -1.85 0.75 2.08  -0.098
H -1.45 4.72 -2.49  0.249
H 6.95 1.97 -2.07  0.237
H -4.69 -4.47 -0.97  0.213
N -1.21 1.79 0.20  -0.286
H 4.83 -0.17 0.95  0.220
C -0.55 3.62 -4.11  -0.121
N -0.41 1.54 -2.29  -0.484
H 1.25 -1.81 2.14  0.224
H 2.70 1.65 -2.30  0.208
C 0.45 -1.90 -0.57  -0.267
C -0.06 -3.19 -0.74  -0.178
C -0.93 2.72 -1.93  0.131
H -1.58 2.87 3.68  0.257
C -0.01 2.39 -4.47  -0.221
C 1.47 -0.69 3.95  -0.197
H -6.02 -3.59 -1.80  0.222
H 0.47 -5.23 -1.13  0.237
N -1.62 1.88 1.51  -0.357
H -4.66 -1.42 2.34  0.220
P 2.08 0.02 -0.01  1.124
C 2.38 1.52 3.74  -0.216
C -4.30 -1.68 -0.69  0.347
C 0.04 1.38 -3.53  0.075
C 1.88 0.50 4.53  -0.177
H 2.88 2.15 1.75  0.219
C -1.38 2.81 -0.54  0.108
H 1.82 0.63 5.60  0.233
H -1.67 2.20 5.33  0.249
C 1.83 -1.71 -0.45  -0.396
H 0.37 2.22 -5.47  0.254
C 4.83 1.89 -2.31  -0.201
H -3.15 2.72 4.50  0.246
H 4.83 2.49 -3.22  0.232
C 4.83 0.39 0.03  -0.120
C 6.02 1.61 -1.66  -0.157

---

(4)
Computed, not measured: a molecular structure, C29H30N7O2STi in a non-equilibrium geometry, with ωB97M-V/def2-TZVPD.

The HOMO energy (alpha / beta) comes out at -7.1 / -7.3 eV. As for the multiplicity: 2. The HOMO-LUMO gap (alpha / beta) comes out at 6.767 / 5.999 eV. The relative energy (zero: lowest compared OMol25 entry of this formula, charge and spin) is 1.701 eV. The calculation puts the LUMO energy (alpha / beta) at -0.284 / -1.298 eV. Its total energy is -79038.179 eV. Its total charge is 0.

Last column: natural (NBO) charge in e.
Geometry (Å):
C 0.57 -4.49 -1.60  -0.144
C 3.59 -0.18 2.41  -0.186
Ti 0.09 -0.12 0.16  1.633
H -3.60 5.42 1.17  0.210
C 2.28 -0.22 1.93  0.052
H -3.84 3.14 0.30  0.221
S -2.13 1.06 -0.26  -0.280
C -3.32 0.22 4.01  -0.192
H -2.52 1.28 2.33  0.237
H 0.00 -1.71 4.06  0.217
O 0.76 1.45 -0.40  -0.747
H -1.23 -0.43 -2.09  0.396
C 0.81 2.47 0.50  0.775
H 4.83 0.47 4.02  0.214
H -1.35 6.30 1.76  0.214
H 2.65 -3.94 -1.41  0.234
C -1.75 2.68 0.34  -0.116
H -3.88 -0.97 5.70  0.211
N -0.22 -0.50 -2.07  -0.835
C 2.57 -0.16 -2.69  -0.416
C 1.62 -3.71 -1.18  -0.250
C -2.34 0.51 3.07  -0.250
N 2.37 -1.83 0.15  -0.267
N 1.82 -0.80 0.76  -0.356
H -1.15 0.07 -6.23  0.205
C 3.82 0.41 3.63  -0.228
C -1.46 5.30 1.36  -0.250
C 1.19 0.26 2.68  0.254
H 0.64 1.28 4.49  0.228
C -0.36 4.49 1.18  -0.160
H -4.25 0.78 3.98  0.210
N -0.64 -0.74 -4.38  -0.462
H 3.07 -1.04 -2.26  0.203
C 2.02 -1.11 -4.87  -0.410
H 2.96 1.42 5.32  0.213
C -3.12 -0.75 4.97  -0.233
H -1.73 -2.22 5.72  0.211
C -0.93 -1.16 4.05  -0.248
H 1.24 -1.66 -5.38  0.230
H 2.17 0.45 -1.89  0.254
H -1.58 -4.77 -1.53  0.228
C -0.48 3.20 0.67  -0.155
C -0.63 0.37 -5.32  -0.409
C -0.74 -4.16 -1.23  -0.300
C -1.13 -0.17 3.08  0.220
C -0.94 -3.02 -0.49  0.079
O 1.84 2.77 1.04  -0.563
H -1.14 1.25 -4.91  0.192
H 2.40 -0.32 -5.53  0.191
H -1.93 -2.70 -0.20  0.213
N 1.53 -0.56 -3.62  -0.418
C -1.91 -1.45 4.98  -0.212
H 2.85 -1.79 -4.65  0.202
C 0.22 -0.58 -3.29  0.661
H -1.95 -2.04 -3.39  0.216
C 1.35 -2.58 -0.39  0.346
C -1.99 -1.19 -4.07  -0.424
C -2.86 3.52 0.54  -0.251
H -2.46 -1.52 -5.00  0.212
N -0.10 0.07 2.13  -0.729
H 0.76 -5.37 -2.20  0.221
C 2.76 0.94 4.37  -0.186
H 3.31 0.43 -3.23  0.202
H -2.62 -0.40 -3.64  0.190
H 0.63 4.84 1.44  0.233
C 1.46 0.87 3.91  -0.262
C -2.72 4.81 1.03  -0.170
H 4.38 -0.59 1.80  0.226
N 0.07 -2.23 -0.07  -0.557
H 0.38 0.65 -5.58  0.211

---

Copy entry 1 word for word.
Computed, not measured: a single C29H30N4O5 molecule, with ωB97M-V/def2-TZVPD.

The HOMO energy comes out at -7.9 eV. The structure (SMILES) is CC(C)[C@H](NC(=O)[C@@H]1Cc2c([nH]c3ccccc23)[C@H]2c3ccccc3C(=O)N21)C(=O)N1CCC[C@@H]1C(=O)O. The HOMO-LUMO gap comes out at 8.525 eV. The relative energy (zero: lowest compared OMol25 entry of this formula, charge and spin) is 0.000 eV. The calculation puts the LUMO energy at 0.669 eV. Its total energy is -46761.666 eV. Its total charge is 0.

Last column: natural (NBO) charge in e.
Geometry (Å):
H -3.16 -0.05 2.19  0.411
C -1.26 4.01 2.90  -0.082
C 1.32 0.77 1.73  -0.416
O 1.75 -1.58 -0.93  -0.653
C 0.06 -3.20 -2.25  -0.144
H -4.82 3.87 4.29  0.215
H -1.24 -4.63 -3.28  0.225
C -1.33 -3.71 3.10  -0.223
H 2.56 0.78 -0.66  0.407
H -0.99 5.78 4.07  0.230
C -1.19 0.67 1.95  0.179
O 1.07 4.47 2.37  -0.617
N -2.17 -0.23 2.26  -0.519
C 4.07 -0.05 -2.66  -0.630
H 1.99 0.08 1.22  0.229
C 0.05 3.82 2.24  0.654
H 1.87 2.71 0.88  0.261
C -3.82 3.90 3.90  -0.188
C -0.31 -3.08 -0.77  0.824
H 2.01 2.00 -4.55  0.209
O 0.27 -4.02 -0.04  -0.692
N -0.10 2.73 1.44  -0.403
H 2.59 -0.37 -4.17  0.200
H 3.93 -0.96 -2.08  0.228
O -1.10 -2.27 -0.36  -0.619
H 0.36 -0.99 -4.64  0.205
H -3.24 -2.75 2.97  0.212
H -3.31 5.67 4.98  0.217
H 3.00 2.49 -3.18  0.216
H 4.40 0.75 -1.99  0.202
H -1.89 2.12 0.55  0.259
H 0.89 -3.91 -2.35  0.219
C -2.17 -2.64 2.88  -0.223
C 2.89 1.75 -3.97  -0.610
C -2.96 4.92 4.28  -0.220
H -4.09 2.14 2.70  0.203
H -1.78 -2.63 -5.00  0.223
H -1.74 -4.68 3.37  0.215
N 1.77 1.08 -1.22  -0.619
H 0.69 -4.44 3.18  0.221
H -0.15 -3.31 -5.03  0.204
O -0.36 1.82 -1.12  -0.625
C 0.06 -3.58 2.98  -0.308
C 2.77 0.35 -3.37  -0.190
C -0.28 -1.47 -3.90  -0.214
C 1.56 0.30 -2.42  -0.144
H 1.71 -2.28 2.56  0.220
C 0.04 0.08 2.04  -0.111
C 1.02 2.02 0.87  -0.129
C -1.60 -1.43 2.54  0.158
H 0.68 0.71 -2.91  0.246
H -1.07 -0.77 -3.61  0.204
H -2.05 -3.18 -2.64  0.225
C 0.64 -2.37 2.65  -0.204
C -1.67 4.99 3.79  -0.170
C 0.71 1.62 -0.58  0.699
C -3.41 2.92 3.00  -0.209
C -1.14 -3.55 -3.12  -0.403
H 4.85 -0.22 -3.39  0.217
C -1.40 2.09 1.54  -0.096
C 1.27 -1.14 -1.96  0.701
C -0.88 -2.78 -4.41  -0.402
N 0.47 -1.89 -2.74  -0.423
H 0.08 -3.87 0.92  0.516
H 3.76 1.81 -4.62  0.211
C -2.12 2.98 2.51  0.003
H 1.81 1.10 2.65  0.225
C -0.19 -1.28 2.42  -0.008

---

The highest total charge belongs to which entry?
C29H30N5PPtS3

---

The lowest total charge belongs to which entry?
C29H30N5O4PS2SeTi